A molecular structure, C23H18AuBr2N2O4. Source: the Open Molecules 2025 dataset; level of theory: ωB97M-V/def2-TZVPD.

The geometry in XYZ format:
```
50
Properties=species:S:1:pos:R:3:mulliken_charge:R:1
Au 1.529 1.907 0.626 0.39
O -2.487 1.624 4.058 -0.60
C -3.215 0.686 3.366 0.83
C -4.504 0.311 3.696 -0.74
C -5.141 -0.671 2.951 -0.50
C -4.497 -1.274 1.877 -0.93
C -3.209 -0.889 1.547 -0.25
C -2.568 0.096 2.289 -0.40
C -1.194 0.599 1.935 0.70
O -0.478 -0.159 1.006 -0.20
N -0.301 0.422 3.129 0.70
N 0.443 -0.528 3.068 -0.69
C 0.297 -1.099 1.731 -0.09
C 1.580 -1.420 1.038 -0.16
Br 2.883 0.002 1.082 0.06
C 1.779 -2.562 0.387 -0.33
C 2.905 -2.978 -0.452 0.48
C 4.243 -2.733 -0.140 -0.37
C 5.236 -3.052 -1.049 -0.69
C 4.907 -3.615 -2.274 -0.42
C 3.583 -3.910 -2.572 -0.60
C 2.589 -3.611 -1.658 -0.49
H -3.026 2.052 4.735 0.36
H -5.007 0.791 4.528 0.31
H -6.148 -0.965 3.213 0.42
H -5.003 -2.027 1.289 0.42
H -2.713 -1.322 0.687 0.49
H -1.202 1.646 1.623 0.44
H -0.521 0.820 4.055 0.30
H -0.265 -2.036 1.867 0.62
H 0.939 -3.255 0.410 0.38
H 4.512 -2.342 0.833 0.57
H 6.274 -2.868 -0.802 0.40
H 5.685 -3.846 -2.990 0.40
H 3.329 -4.376 -3.514 0.40
H 1.554 -3.843 -1.883 0.37
Br -0.556 1.569 -6.200 -0.18
C -0.359 2.378 -4.499 0.13
C -0.349 1.579 -3.371 -0.86
C -0.217 2.177 -2.125 0.32
C -0.085 3.556 -2.009 0.26
C -0.113 4.341 -3.155 -0.54
C -0.234 3.755 -4.406 -0.46
C -0.003 4.255 -0.662 0.51
O -0.404 5.390 -0.561 -0.61
O 0.486 3.582 0.351 -0.64
H -0.444 0.506 -3.468 0.43
H -0.229 1.555 -1.237 0.16
H -0.041 5.415 -3.051 0.47
H -0.240 4.363 -5.300 0.43
```

The calculation puts the energy at -179081.410 eV. The HOMO-LUMO gap is 5.226 eV. As for the HOMO energy: -0.3956 hartree. The total charge is +1. Its molar mass is 743.18 g/mol.